# 1
Below is a cluster of 2 separate species, C7H13O5P in total in a non-equilibrium geometry, with properties calculated with ωB97M-V/def2-TZVPD.

Computed properties:
orbital gap (spin up / spin down)	0.2917 / 0.2918	hartree
relative energy (zero: lowest compared OMol25 entry of this formula, charge and spin)	344.91	kJ/mol
E_LUMO (spin up / spin down)	-0.55 / -0.54	eV
E_HOMO (spin up / spin down)	-0.3118 / -0.3118	hartree

ORCA input file:
```
! wB97M-V def2-TZVPD RIJCOSX def2/J DEFGRID3
* xyz 0 1
C 1.9081 0.6874 -0.3395
C 1.2054 -1.4970 0.9889
C 2.6684 2.0192 -0.4369
C 2.5752 -2.0467 0.6693
C -3.3231 0.4147 -0.1003
C -1.9214 -0.1685 0.1056
C -0.9332 0.9718 -0.1168
O 1.8056 -0.1478 -1.2567
O 0.2362 -2.1878 1.1170
O -4.3362 -0.4555 0.3436
O -1.6944 -1.2792 -0.7238
O -0.6992 1.1781 -1.4052
P 1.2900 0.3878 1.2753
H 2.9463 2.1318 -1.4572
H 3.5836 1.8189 0.1106
H 2.1669 2.7845 0.1071
H 2.8951 -1.6608 -0.3105
H 2.4414 -3.2345 0.4999
H 3.2902 -1.6556 1.3575
H -3.3195 1.2680 0.5095
H -3.4327 0.5882 -1.2247
H -1.9030 -0.4517 1.1677
H -1.0344 1.9467 0.4474
H -5.0335 0.1905 0.7682
H -0.9991 -1.9213 -0.3205
H -0.3826 0.3188 -1.7754
*
```


# 2
Below is an isolated molecule of C4H6N4 in a non-equilibrium geometry, with properties calculated with ωB97M-V/def2-TZVPD.

Computed properties:
orbital gap	0.2888	hartree
relative energy (zero: lowest compared OMol25 entry of this formula, charge and spin)	397.98	kJ/mol
E_LUMO	-0.76	eV
E_HOMO	-0.3168	hartree

ORCA input file:
```
! wB97M-V def2-TZVPD RIJCOSX def2/J DEFGRID3
* xyz 0 1
H 0.5202 2.7535 0.4080
N 1.0732 1.8399 -0.1090
C 0.2644 0.8983 -0.0540
C -1.0868 1.1102 -0.0148
N -2.0482 0.1593 0.1930
C -1.4818 -1.1340 0.0350
N -0.1972 -1.5404 -0.1625
N 0.7090 -0.4271 -0.1326
C 2.1087 -0.9230 0.1409
H -1.3191 2.1332 -0.1361
H -2.3278 -1.7998 -0.1940
H 2.7071 -0.2390 0.9942
H 2.7478 -0.7493 -0.7636
H 2.0874 -2.0296 0.5272
*
```


# 3
Below is an isolated molecule of C4H6O2, with properties calculated with ωB97M-V/def2-TZVPD.

Computed properties:
orbital gap	0.3979	hartree
relative energy (zero: lowest compared OMol25 entry of this formula, charge and spin)	202.72	kJ/mol
E_LUMO	0.89	eV
E_HOMO	-0.3650	hartree

ORCA input file:
```
! wB97M-V def2-TZVPD RIJCOSX def2/J DEFGRID3
* xyz 0 1
C -0.6005 1.3177 -0.2847
C 0.0692 0.0600 0.2581
C 1.4625 -0.2035 -0.1822
O 1.8297 0.1030 -1.2914
C -0.5749 -1.2880 0.3897
O -0.3344 -0.4353 1.5121
H -1.0397 1.1075 -1.2593
H -1.3816 1.6914 0.3869
H 0.1227 2.1310 -0.4337
H 2.0618 -0.8206 0.5182
H -1.5669 -1.4080 -0.0429
H -0.0477 -2.2552 0.4290
*
```


# 4
Below is a structure of composition C24H70Li4N6O21 in a non-equilibrium geometry, with properties calculated with ωB97M-V/def2-TZVPD.

Computed properties:
orbital gap	0.1537	hartree
E_LUMO	-1.41	eV
E_HOMO	-0.2055	hartree

ORCA input file:
```
! wB97M-V def2-TZVPD RIJCOSX def2/J DEFGRID3
* xyz 0 1
Li -0.5005 1.8493 1.5935
Li 1.0335 -0.8861 1.3847
Li 1.2430 -3.9512 2.2115
Li -1.3811 -1.8226 2.0780
C 3.9193 0.9807 3.9997
C 4.0812 2.1077 4.7210
C 3.1164 3.2460 4.6329
O 2.9846 4.2046 5.4794
C 2.2455 3.3521 3.6580
C 2.1881 2.2491 2.6871
C 2.9139 0.9274 3.0135
O 2.7007 -0.0775 2.3020
O 1.5420 2.4674 1.6518
O 5.1610 2.0714 5.4479
H 4.6452 0.1822 3.9572
H 1.4802 4.1141 3.6502
O 0.3593 -2.3284 2.6460
H 0.5270 -1.9093 3.5124
O -0.8654 -0.0999 1.2782
H -0.9950 -0.1731 0.3126
O 0.7448 -4.6667 0.3839
H -0.0118 -4.3191 -0.0883
H 1.3370 -4.9722 -0.3032
O -2.4958 -1.7118 3.6694
H -3.4036 -1.4930 3.8795
H -2.2735 -2.4199 4.2739
O -0.8906 -0.0867 5.7959
H -1.5665 -0.3696 5.1799
H -0.8681 0.8660 5.7067
O -1.0468 -3.5202 -2.0011
H -1.8341 -3.3483 -2.5176
H -0.4179 -3.8710 -2.6317
O -0.7586 3.0176 -0.0437
H -1.0640 3.8974 0.1773
H -0.2489 3.1348 -0.8454
O -1.1404 2.7396 3.3790
H -1.3500 3.6711 3.3106
H -1.1606 2.5574 4.3185
O -2.3398 -2.9855 0.5026
H -3.2599 -3.2416 0.4381
H -1.9286 -3.3710 -0.2710
C -3.2783 0.8321 -3.4056
O -3.1566 0.8796 -4.5937
N -3.1920 1.8649 -2.6209
N -3.5422 -0.2522 -2.7388
H -3.0316 2.8242 -2.8932
H -3.0832 1.6505 -1.6400
H -3.5843 -0.1407 -1.7359
H -3.3941 -1.1637 -3.1479
C -5.6216 -3.2366 -0.4167
O -5.0435 -3.5914 0.5659
N -6.1743 -4.0937 -1.2102
N -5.7722 -1.9672 -0.8497
H -5.9403 -5.0711 -1.1105
H -6.9900 -3.7362 -1.6866
H -5.2616 -1.2131 -0.4129
H -6.2559 -1.7751 -1.7152
C 4.6942 2.5523 -0.5857
O 5.4020 2.9938 -1.4338
N 5.0053 1.6862 0.3424
N 3.4681 2.9813 -0.4030
H 4.2025 1.3540 0.8574
H 5.9242 1.7563 0.7558
H 3.2017 3.7822 -0.9578
H 2.8269 2.5913 0.2729
C 2.3115 3.5627 -3.5224
C 0.9795 4.3217 -3.3795
C -0.1882 3.5638 -4.1000
O 0.7263 4.4887 -2.0204
H 2.1406 2.4905 -3.6184
H 3.0762 3.7761 -2.7756
H 2.7052 3.6629 -4.5339
H 1.1408 5.2811 -3.8712
H -0.4555 2.6211 -3.6225
H -0.0515 3.2847 -5.1447
H -1.0349 4.2502 -4.0979
H 1.5531 4.8433 -1.6853
C 1.0823 -0.9414 -7.2875
C 0.4764 -0.0613 -6.1686
C 0.1920 -0.8991 -4.9127
O 1.4560 0.8773 -5.8262
H 1.1683 -0.3171 -8.1767
H 0.3441 -1.7308 -7.4292
H 2.0077 -1.4485 -7.0143
H -0.4251 0.4371 -6.5247
H 0.0001 -0.2120 -4.0885
H 1.0903 -1.4710 -4.6804
H -0.5475 -1.6893 -5.0425
H 1.4573 1.5135 -6.5451
C 1.0190 0.0472 -1.4705
C 1.9122 -1.1994 -1.5776
C 3.2620 -0.9332 -2.1386
O 1.9701 -1.7333 -0.3082
H -0.0530 -0.1465 -1.4329
H 1.1503 0.6643 -2.3593
H 1.0979 0.7199 -0.6165
H 1.4223 -1.9986 -2.1338
H 3.6014 -1.8567 -2.6076
H 3.9907 -0.6060 -1.3970
H 3.2520 -0.2346 -2.9752
H 2.4891 -2.5206 -0.4881
C 3.4786 -4.4770 5.1061
C 2.3586 -3.4556 5.5718
C 2.6119 -2.0440 5.0688
O 1.0383 -3.7605 5.3080
H 3.1244 -5.4217 5.5186
H 4.4726 -4.3109 5.5212
H 3.4420 -4.5516 4.0193
H 2.4768 -3.3948 6.6537
H 2.8664 -2.0483 4.0090
H 3.4980 -1.6084 5.5306
H 1.7301 -1.4060 5.1276
H 0.7383 -3.2117 4.5797
C -5.1281 1.4185 0.1166
C -3.8005 1.1451 0.7976
C -3.9256 0.6920 2.2188
O -3.2569 0.1208 -0.0332
H -5.7755 2.0991 0.6697
H -5.7018 0.5022 -0.0232
H -5.1261 2.0126 -0.7972
H -3.1549 2.0232 0.7848
H -4.5107 1.3545 2.8567
H -2.8833 0.7522 2.5319
H -4.3049 -0.3284 2.2741
H -2.4107 -0.0269 0.3954
*
```


# 5
Below is a structure of composition C10H13Cl2O2PtS, with properties calculated with ωB97M-V/def2-TZVPD.

Computed properties:
orbital gap	0.2294	hartree
relative energy (zero: lowest compared OMol25 entry of this formula, charge and spin)	140.16	kJ/mol
E_LUMO	-5.39	eV
E_HOMO	-0.4274	hartree

ORCA input file:
```
! wB97M-V def2-TZVPD RIJCOSX def2/J DEFGRID3
* xyz 1 1
Pt 0.6970 1.0397 -0.7900
C -0.9816 -0.0512 1.9813
O 0.3557 0.1223 1.5079
C 1.1719 0.9409 2.3221
C 0.8729 2.4008 2.1268
O 0.8711 2.6904 0.7158
C 0.7445 4.1026 0.4384
H -0.9600 -0.5171 2.9671
H -1.4883 -0.7088 1.2806
H -1.5169 0.8992 2.0356
H 2.1933 0.7201 2.0060
H 1.0865 0.6966 3.3847
H 1.6557 2.9806 2.6201
H -0.0961 2.7125 2.5224
H 1.5971 4.6345 0.8566
H -0.1830 4.4708 0.8742
H 0.7273 4.2228 -0.6391
Cl -0.5576 0.4000 -2.6843
C -0.6359 -1.3613 -2.4150
C -1.6905 -2.0703 -2.9379
C -1.6999 -3.4418 -2.7222
C -0.6723 -4.0435 -2.0100
C 0.3701 -3.2768 -1.5097
Cl 1.6585 -4.0422 -0.6506
C 0.4043 -1.9040 -1.7032
S 1.7377 -0.8910 -1.1434
H -2.4791 -1.5754 -3.4895
H -2.5134 -4.0395 -3.1094
H -0.6689 -5.1109 -1.8353
*
```


# 6
Below is an isolated molecule of C12H14N2 in a non-equilibrium geometry, with properties calculated with ωB97M-V/def2-TZVPD.

Computed properties:
orbital gap (spin up / spin down)	0.2001 / 0.2001	hartree
relative energy (zero: lowest compared OMol25 entry of this formula, charge and spin)	772.04	kJ/mol
E_LUMO (spin up / spin down)	0.16 / 0.16	eV
E_HOMO (spin up / spin down)	-0.1942 / -0.1943	hartree

ORCA input file:
```
! wB97M-V def2-TZVPD RIJCOSX def2/J DEFGRID3
* xyz 0 1
C 1.9302 -0.5704 -3.2772
C 0.6350 -1.1298 -3.3690
C 2.3585 0.1338 -2.1378
C -0.1459 -1.0959 -2.1843
C 1.9723 0.8339 0.1425
C 1.6002 0.1591 -0.9943
C 0.3774 -0.5090 -1.1016
C -0.8498 0.2625 0.3593
C 1.1338 0.8156 1.3874
C -1.2861 1.4251 2.3131
C -1.9619 0.0548 2.3832
C -0.2171 1.3518 1.1000
N -1.6414 -0.4569 1.0022
N -2.4259 -1.5295 0.6220
H 2.5287 -0.5438 -4.1311
H 0.3493 -1.6887 -4.3222
H 3.2719 0.5611 -2.2132
H -1.1398 -1.4437 -2.1307
H 2.8195 1.4122 0.0735
H 1.0362 -0.3895 1.7826
H 1.6730 1.2948 2.3389
H -1.9556 2.1671 1.9018
H -1.0207 1.5952 3.4149
H -1.4108 -0.6020 3.0866
H -3.0754 -0.0812 2.3732
H -0.0981 2.2591 0.4813
H -2.4394 -2.2943 1.3455
H -2.0180 -1.9914 -0.2468
*
```